{
  "formula": "C7H5O4S2",
  "method": "ωB97M-V/def2-TZVPD",
  "e_above_lowest_kcal_mol": 118.7,
  "multiplicity": 1,
  "total_charge": -1,
  "homo_lumo_gap_ev": [6.401, 5.804],
  "energy_ev": -37194.12391,
  "species": ["C", "C", "C", "C", "C", "C", "C", "O", "O", "O", "O", "S", "S", "H", "H", "H", "H", "H"],
  "coordinates": [[1.37742, 0.93505, -0.72527], [2.17810, -0.17960, -0.52701], [0.73252, 0.81187, 0.65405], [1.67915, -0.54568, 0.84253], [0.31572, -1.38574, 0.74675], [-0.50171, -0.10751, 0.48382], [-1.82566, 0.20178, 1.13841], [-1.90704, 1.72745, -1.92612], [-0.94371, -0.11292, -3.08181], [1.58110, 0.54614, 1.72186], [0.72700, 1.60359, -1.66459], [3.33648, -0.94644, -1.47084], [-0.85275, 0.74737, -1.90778], [0.42473, -2.22633, 0.05109], [-0.04574, -1.93175, 1.73221], [-2.56963, -0.55462, 1.02910], [-2.00562, 1.15612, 0.72552], [-1.70035, 0.26124, 2.17810]],
  "atomic_forces_ev_per_a": [[-0.89, 0.10, 1.90], [1.77, 0.09, -2.15], [-0.74, -1.10, -0.78], [-1.75, -0.06, -0.15], [-0.54, -0.13, 1.66], [1.53, -1.01, 0.48], [1.68, -0.52, -1.33], [-0.02, 1.17, 0.37], [1.01, 0.22, 0.43], [-0.05, 0.35, 0.44], [1.11, -0.20, -0.23], [-0.48, -0.04, 0.44], [-1.83, -2.02, 0.11], [-0.11, 0.61, -0.35], [0.82, 1.31, -1.53], [-0.72, -0.33, -0.82], [-1.34, 1.13, -0.18], [0.54, 0.43, 1.72]],
  "mulliken_charge": [0.104, -0.256, 0.679, 0.428, -0.962, 0.364, -1.552, -0.583, -0.591, -0.330, -0.474, -0.424, 0.881, 0.301, 0.245, 0.307, 0.449, 0.414]
}